Formula: F2HNS
Source: the Open Molecules 2025 dataset
Level of theory: ωB97M-V/def2-TZVPD

Bonds (Å) are listed after each position.
CARTESIAN COORDINATES (ANGSTROEM)
1 H 1.8604 0.5170 0.6955  F2 0.891
2 F 1.1970 0.8534 0.2058  H1 0.891
3 N -3.3953 1.1847 -0.2530  S4 1.416
4 S -4.3495 0.3165 0.3299  N3 1.416, F5 1.759
5 F -4.0447 -1.3856 0.0051  S4 1.759

The HOMO energy is -0.4260 Ha. The calculation puts the molecular weight at 85.08 g/mol.

How is the electron density shared among the atoms? According to Mulliken, the charges in e are: H 0.39; F -0.39; N -0.12; S 0.47; F -0.34


Formula: C2H5NO
Source: the Open Molecules 2025 dataset
Level of theory: ωB97M-V/def2-TZVPD

Bonds (Å) are listed after each position.
CARTESIAN COORDINATES (ANGSTROEM)
1 H -1.2235 1.2876 0.8964  N2 1.075
2 N -1.4216 0.7882 -0.0344  H1 1.075, O3 1.436, C7 1.362
3 O -1.5599 -0.6095 0.2653  N2 1.436, C7 1.398
4 H 1.2283 0.0440 1.1907  C9 1.112
5 H -0.3819 -0.1796 -1.5128  C7 1.124
6 H 1.5476 0.3412 -0.5849  C9 1.122
7 C -0.4431 -0.0876 -0.3944  N2 1.362, O3 1.398, H5 1.124, C9 1.505
8 H 1.3061 -1.3332 0.0188  C9 1.148
9 C 0.9479 -0.2510 0.1554  H4 1.112, H6 1.122, C7 1.505, H8 1.148

The structure (SMILES) is C[C@@H]1NO1. The HOMO energy is -0.3580 Ha. The calculation puts the molecular weight at 59.07 g/mol.

How is the electron density shared among the atoms? According to Mulliken, the charges in e are: H 0.26; N -0.44; O -0.32; H 0.31; H 0.24; H 0.26; C 0.34; H 0.24; C -0.91


Formula: C7H8INO2
Source: the Open Molecules 2025 dataset
Level of theory: ωB97M-V/def2-TZVPD

Bonds (Å) are listed after each position.
CARTESIAN COORDINATES (ANGSTROEM)
1 C -0.7873 0.0779 -1.6229  H5 1.135, C9 1.429, C15 1.337
2 H -1.5977 -1.5297 -0.5771  C15 1.054
3 C 0.2441 1.8752 -0.3045  C9 1.323, H16 1.078, C17 1.504
4 O 1.1888 2.7557 1.9273  N12 1.186
5 H -1.1781 -0.1775 -2.6576  C1 1.135
6 O 0.3274 1.3129 3.2754  N12 1.212
7 H 0.2515 1.8153 -2.2753  C9 1.039
8 I -2.2603 2.4916 1.3816  C17 2.223
9 C 0.0328 1.2343 -1.4419  C1 1.429, C3 1.323, H7 1.039
10 H 0.6479 -2.0024 1.3230  C11 1.115
11 C 0.7963 -0.9038 1.2074  H10 1.115, H13 1.152, C14 1.721, H19 1.107
12 N 0.4672 1.8554 2.2001  O4 1.186, O6 1.212, C17 1.680
13 H 1.6623 -0.6283 0.5002  C11 1.152
14 C -0.6933 -0.1370 0.8136  C11 1.721, C15 1.465, C17 1.462, H18 1.099
15 C -1.0994 -0.6026 -0.5148  C1 1.337, H2 1.054, C14 1.465
16 H 0.9965 2.6466 -0.2918  C3 1.078
17 C -0.4455 1.3010 0.9027  C3 1.504, I8 2.223, N12 1.680, C14 1.462
18 H -1.2372 -0.5342 1.6825  C14 1.099
19 H 0.9367 -0.4075 2.1870  C11 1.107

The structure (SMILES) is C[C@@H]1C=CC=C[C@]1(I)[N+](=O)[O-]. The HOMO energy is -0.3246 Ha. The calculation puts the molecular weight at 265.05 g/mol.

How is the electron density shared among the atoms? According to Mulliken, the charges in e are: C -0.25; H 0.45; C -0.59; O -0.60; H 0.33; O -0.58; H 0.42; I 0.10; C -0.40; H 0.38; C -1.07; N 0.98; H 0.28; C -0.01; C -0.66; H 0.44; C -0.01; H 0.43; H 0.36